Entry from OMol25: 2 unconnected molecules or ions with the total composition C3H9PS3 (ωB97M-V/def2-TZVPD).

XYZ file:
```
16
Properties=species:S:1:pos:R:3:forces:R:3:nbo_charge:R:1
C 2.2439 -0.4343 1.3612 0.822 -0.462 -1.927 -0.6595
C 1.3330 0.1512 -0.9258 -2.366 -0.660 -1.778 -0.4213
C 1.9585 0.5084 0.1399 2.905 -0.888 3.946 -0.1624
P -1.6042 0.2387 -0.0801 -0.163 -2.526 -1.751 0.4798
S -2.4487 1.3727 1.3379 -0.644 1.134 1.407 -0.2617
S -2.0029 1.1817 -1.9426 -0.432 0.745 0.434 -0.2832
S -3.2131 -1.3585 -0.2456 -0.121 0.821 1.070 -0.3704
H 3.1017 -1.1552 1.1101 -0.746 1.373 0.468 0.2205
H 2.4925 0.2361 2.1864 -0.085 -0.687 0.267 0.2139
H 1.4371 -1.1464 1.5412 -0.320 0.472 0.327 0.2162
H -3.6348 0.7823 1.4310 -0.507 -0.053 -0.127 0.1579
H 1.0375 0.9037 -1.6012 0.315 0.926 -1.222 0.1958
H 0.7140 -0.7584 -1.1328 1.237 0.387 0.795 0.1945
H 2.5381 1.4459 0.3503 -1.148 -0.473 -1.039 0.2026
H -1.1296 0.3210 -2.4082 0.568 -0.379 -0.712 0.1243
H -2.8228 -2.2890 -1.1216 0.684 0.269 -0.160 0.1531
```
Positions in Å, forces in eV/Å.

Calculated values
Multiplicity: 1
Charge: 0
E_HOMO: -8.6470 eV
Energy relative to the best compared isomer or geometry (same formula, charge and spin): 60.2 kcal/mol